{
  "formula": "C49H59FN3NbO5S",
  "method": "ωB97M-V with the def2-TZVPD basis set",
  "fmax_ev_per_a": 3.26,
  "multiplicity": 1,
  "gap_ev": [6.0, 6.0],
  "e_tot_ev": -81583.9462,
  "total_charge": 0,
  "e_lumo_ev": [-0.527, -0.521],
  "symbols": ["Nb", "C", "C", "C", "C", "C", "C", "C", "C", "C", "C", "C", "C", "N", "C", "C", "N", "C", "C", "C", "C", "C", "C", "C", "C", "C", "C", "C", "C", "C", "C", "C", "C", "C", "C", "C", "C", "C", "C", "H", "H", "H", "H", "H", "H", "H", "H", "H", "H", "H", "H", "H", "H", "H", "H", "H", "H", "H", "H", "H", "H", "H", "H", "H", "H", "H", "H", "H", "H", "H", "H", "H", "H", "H", "H", "H", "H", "H", "H", "F", "C", "C", "C", "O", "H", "H", "H", "H", "H", "H", "H", "C", "C", "C", "C", "C", "C", "C", "S", "O", "O", "N", "C", "C", "C", "O", "O", "H", "H", "H", "H", "H", "H", "H", "H", "H", "H", "H", "H"],
  "xyz": [[0.273, 1.265, -1.422], [-3.432, 3.937, -0.337], [-3.482, 2.786, 0.692], [-4.784, 2.918, 1.531], [-2.243, 2.803, 1.607], [-2.288, 3.833, 2.593], [-1.379, 3.833, 3.658], [-0.484, 2.833, 3.796], [-0.380, 1.764, 2.850], [0.628, 0.652, 3.198], [1.576, 0.972, 4.384], [0.001, -0.775, 3.320], [-1.178, 1.827, 1.679], [-0.988, 0.961, 0.527], [-1.828, -0.058, 0.315], [-1.762, -0.777, -0.921], [-0.906, -0.409, -1.935], [-1.179, -0.645, -3.358], [-0.325, -1.565, -4.021], [-0.590, -1.822, -5.407], [-1.675, -1.271, -6.033], [-2.476, -0.333, -5.383], [-2.286, -0.040, -4.015], [-3.231, 0.920, -3.285], [-4.692, 0.308, -3.135], [-3.454, 2.148, -4.188], [0.733, -2.450, -3.389], [0.342, -3.270, -2.119], [2.147, -1.833, -3.193], [-2.618, -1.978, -0.866], [-2.961, -2.983, -1.804], [-3.922, -3.961, -1.417], [-4.412, -3.953, -0.115], [-4.044, -2.993, 0.854], [-4.458, -2.846, 2.201], [-4.086, -1.734, 2.993], [-3.259, -0.732, 2.447], [-2.727, -0.817, 1.159], [-3.220, -1.924, 0.403], [-4.180, 3.713, -1.096], [-2.456, 4.103, -0.789], [-3.740, 4.861, 0.131], [-3.499, 1.881, 0.142], [-4.816, 3.843, 2.091], [-4.859, 2.095, 2.251], [-5.672, 2.816, 0.964], [-3.006, 4.692, 2.432], [-1.384, 4.634, 4.422], [0.216, 2.940, 4.606], [1.299, 0.577, 2.332], [1.122, 0.975, 5.378], [2.103, 1.904, 4.269], [2.358, 0.174, 4.442], [-0.832, -0.845, 4.044], [0.753, -1.531, 3.652], [-0.404, -1.247, 2.380], [0.050, -2.544, -5.926], [-1.903, -1.700, -7.027], [-3.358, 0.071, -5.945], [-2.845, 1.165, -2.265], [-5.008, -0.134, -4.060], [-5.349, 1.168, -2.955], [-4.684, -0.427, -2.363], [-3.780, 1.934, -5.192], [-2.629, 2.847, -4.336], [-4.272, 2.795, -3.789], [0.875, -3.213, -4.136], [0.252, -2.557, -1.285], [1.162, -3.930, -1.874], [-0.582, -3.869, -2.178], [2.180, -1.097, -2.382], [2.512, -1.361, -4.114], [2.832, -2.568, -2.835], [-2.577, -3.033, -2.818], [-4.318, -4.695, -2.132], [-5.174, -4.692, 0.154], [-5.090, -3.661, 2.634], [-4.357, -1.664, 4.005], [-3.011, 0.092, 3.045], [-0.948, 2.642, -2.047], [0.529, 2.419, -5.137], [1.660, 1.787, -4.395], [2.789, 2.787, -4.109], [1.164, 1.278, -3.078], [0.820, 2.923, -6.041], [0.171, 3.265, -4.529], [-0.276, 1.733, -5.342], [2.016, 0.875, -4.859], [2.268, 3.687, -3.651], [3.183, 3.111, -5.084], [3.566, 2.443, -3.459], [3.863, -3.343, 6.724], [4.693, -2.745, 5.597], [4.906, -3.542, 4.462], [5.598, -3.036, 3.391], [5.993, -1.670, 3.369], [5.843, -0.923, 4.531], [5.230, -1.454, 5.666], [6.670, -1.064, 1.874], [8.017, -0.715, 2.227], [6.349, -2.027, 0.848], [5.786, 0.355, 1.532], [4.742, 0.336, 0.507], [3.820, 1.591, 0.677], [2.494, 1.570, 0.020], [1.786, 2.584, -0.286], [2.062, 0.406, -0.367], [2.824, -3.597, 6.352], [3.702, -2.611, 7.575], [4.306, -4.248, 7.142], [4.494, -4.561, 4.458], [5.827, -3.600, 2.468], [6.398, 0.005, 4.657], [5.161, -0.900, 6.617], [6.302, 1.212, 1.702], [4.265, -0.681, 0.659], [5.208, 0.281, -0.490], [4.351, 2.508, 0.364], [3.491, 1.814, 1.710]],
  "atomic_forces_ev_per_a": [[-0.217, -1.058, -1.065], [-0.237, -0.344, 0.157], [0.600, 1.375, 0.294], [1.211, -1.038, 0.567], [-0.007, 0.606, 1.615], [0.135, -0.047, -0.817], [-1.347, 1.716, -0.207], [0.641, -1.591, -0.896], [0.209, 0.738, 0.687], [0.196, -0.427, -0.825], [0.190, -1.366, 0.020], [-0.167, -0.982, -0.102], [-1.036, 0.360, 0.076], [0.813, 0.841, -0.608], [0.784, -1.565, -1.970], [-0.307, -0.316, 0.099], [0.598, 2.986, 0.579], [0.359, -1.233, 0.289], [-0.921, 0.248, -1.003], [0.740, -0.133, 1.883], [-0.255, -0.135, -0.776], [-0.946, -0.280, 0.092], [0.609, 0.009, 0.109], [-1.000, -0.200, -0.800], [1.563, 1.249, -0.102], [-0.374, 1.685, 0.811], [0.623, -0.630, 0.545], [-0.203, 1.259, 0.130], [-1.026, 0.964, 0.262], [-0.196, -0.123, -1.745], [-0.245, 0.781, 1.081], [-0.019, 0.546, 0.983], [-0.668, -0.947, -0.436], [0.723, 2.312, -0.067], [-0.679, -0.289, 1.457], [0.222, -1.627, -2.814], [0.613, -0.190, -1.350], [-2.353, -1.145, 1.565], [0.318, -1.455, -0.016], [0.070, 0.129, -0.313], [-0.059, -0.290, -0.065], [-0.047, 0.384, 0.228], [-0.055, -1.093, -0.473], [-0.051, 0.211, -0.009], [0.241, 0.110, 0.101], [-0.793, 0.168, -1.036], [0.866, -1.243, 0.467], [-0.100, -0.388, -0.661], [0.045, -0.477, 0.197], [-0.043, -0.052, -0.065], [-0.340, 0.042, -0.182], [0.123, 0.454, -0.213], [-0.548, 0.497, -0.197], [0.383, 0.333, -0.162], [-0.230, 0.768, -0.056], [0.447, 1.047, 0.650], [-0.329, 0.225, 0.198], [-0.059, 0.871, 0.448], [0.952, -0.344, 0.779], [-0.262, 0.029, -1.047], [-0.096, -0.345, -0.555], [-0.071, -0.488, 0.420], [-0.365, -0.496, 0.669], [-0.193, -0.634, -0.305], [0.440, -0.338, 0.366], [0.516, -0.472, 0.007], [0.172, -0.336, -0.468], [-0.134, -0.427, -0.051], [0.251, -0.261, -0.033], [0.422, 0.396, -0.231], [-0.306, 0.158, -0.282], [-0.019, -0.179, 0.221], [0.555, -0.901, -0.190], [0.130, 0.299, 0.166], [0.389, 0.367, 0.353], [0.338, 0.135, 0.003], [0.555, 0.867, -0.234], [-0.547, 0.019, 1.076], [0.384, 1.088, 0.918], [0.748, -0.304, 0.676], [-0.516, 1.007, 0.720], [0.446, -0.681, 1.643], [-1.932, 1.198, -0.471], [-0.366, 0.814, 0.512], [0.522, -0.220, -0.665], [-0.267, -0.454, 0.071], [-0.296, -0.250, -0.014], [0.186, -0.073, -0.333], [0.864, -0.910, -0.355], [0.143, -0.097, 0.357], [0.382, -0.378, 0.286], [-1.128, 0.965, 0.474], [-0.399, -0.300, 0.421], [-0.158, -0.078, 0.615], [0.311, 1.046, -1.596], [-1.169, -1.657, 0.904], [0.956, 0.297, 0.517], [-0.282, -0.640, -0.182], [-0.584, 0.839, 0.007], [-0.057, 0.496, -0.675], [0.318, 0.651, 0.260], [1.061, -0.878, 0.651], [-0.459, -1.010, 0.438], [0.437, 0.528, 0.573], [-0.850, -1.826, -2.350], [0.029, -0.631, 0.470], [-0.541, 1.392, 0.267], [1.158, 0.174, 0.319], [0.330, -0.780, -0.974], [0.011, 0.028, -0.106], [0.351, 0.459, -0.097], [-0.433, 0.117, 0.761], [-0.481, 0.217, -0.374], [0.056, -0.157, -0.707], [0.086, -0.309, -0.150], [-0.160, 1.499, -0.340], [-0.438, 0.344, 0.134], [-0.182, -0.363, 0.051], [0.732, -0.457, 0.121]]
}